Entry a
Here is 2 unconnected molecules or ions with the total composition C3H11NO2 from OMol25. Energies are from ωB97M-V/def2-TZVPD.

Summary:
Structure (SMILES): CCN.OCO
HOMO energy: -0.3570 Ha

XYZ file:
```
17
Properties=species:S:1:pos:R:3:nbo_charge:R:1
C -1.797 0.998 0.292 -0.6193
C -1.895 -0.495 0.012 -0.2126
N -0.624 -0.985 -0.511 -0.8455
H -0.988 1.192 0.992 0.2207
H -2.728 1.360 0.720 0.2145
H -1.600 1.546 -0.628 0.1992
H -2.092 -1.033 0.943 0.1898
H -2.735 -0.686 -0.675 0.1668
H -0.658 -1.986 -0.670 0.3727
H -0.405 -0.536 -1.395 0.3684
O 1.515 -0.196 1.064 -0.7691
C 2.330 0.495 0.189 0.2303
O 2.775 -0.290 -0.885 -0.7383
H 0.715 -0.511 0.572 0.4954
H 3.182 0.862 0.782 0.1332
H 1.818 1.350 -0.275 0.1262
H 3.187 -1.085 -0.526 0.4675
```

=====

Entry b
Here is 3 unconnected molecules or ions with the total composition C3H11NO2 from OMol25. Energies are from ωB97M-V/def2-TZVPD.

Summary:
Structure (SMILES): C/C=C/N.O.O
HOMO energy: -0.2831 Ha

XYZ file:
```
17
Properties=species:S:1:pos:R:3:nbo_charge:R:1
C 2.113 0.800 -2.067 -0.6280
C 0.955 0.344 -1.209 -0.3106
C 0.120 -0.631 -1.624 0.0233
N -0.525 -1.522 -0.762 -0.8118
H 1.905 1.842 -2.361 0.1995
H 3.072 0.811 -1.562 0.2146
H 2.101 0.258 -3.007 0.2093
H 0.963 0.534 -0.139 0.1641
H -0.037 -0.765 -2.688 0.1800
H -1.384 -1.955 -1.066 0.3757
H -0.539 -1.135 0.173 0.3812
O -1.452 0.935 1.224 -0.9378
H -0.616 1.359 1.389 0.4677
H -1.914 1.140 2.035 0.4721
O -1.872 -0.715 4.149 -0.9399
H -1.874 -0.977 3.217 0.4738
H -1.014 -0.323 4.298 0.4670
```

=====

Entry c
Here is 2 unconnected molecules or ions with the total composition C3H11NO2 from OMol25. Energies are from ωB97M-V/def2-TZVPD.

Summary:
Structure (SMILES): CNCCO.O
HOMO energy: -0.2953 Ha

XYZ file:
```
17
Properties=species:S:1:pos:R:3:nbo_charge:R:1
C 0.374 0.903 -1.990 -0.4396
N 0.378 0.741 -0.487 -0.6391
C 1.145 -0.481 -0.031 -0.2561
C 0.809 -0.878 1.362 -0.1002
O 0.101 -2.134 1.344 -0.7136
H 0.013 1.910 -2.171 0.2105
H -0.283 0.078 -2.296 0.1665
H 1.365 0.572 -2.364 0.1982
H -0.588 0.635 -0.174 0.3720
H 0.775 -1.209 -0.807 0.1805
H 2.195 -0.195 -0.225 0.1896
H 1.823 -0.810 1.886 0.1712
H 0.204 -0.110 1.886 0.1790
H 0.430 -2.593 2.127 0.4693
O -2.213 1.605 -0.097 -0.9460
H -2.501 1.544 -1.011 0.4754
H -2.842 2.173 0.358 0.4823
```

=====

Entry d
Here is 2 unconnected molecules or ions with the total composition C3H11NO2 from OMol25. Energies are from ωB97M-V/def2-TZVPD.

Summary:
Structure (SMILES): CCNCO.O
HOMO energy: -0.3304 Ha

XYZ file:
```
17
Properties=species:S:1:pos:R:3:nbo_charge:R:1
C 0.800 -2.499 0.659 -0.6403
C -0.507 -2.044 -0.065 -0.2184
N -0.399 -0.552 -0.396 -0.6502
C 0.374 0.094 0.533 0.0811
O 0.322 1.545 0.925 -0.7026
H 1.671 -2.670 0.051 0.2123
H 1.205 -1.932 1.506 0.2095
H 0.485 -3.509 1.028 0.2126
H -1.401 -2.343 0.591 0.1868
H -0.387 -2.660 -0.972 0.2121
H -1.428 -0.306 -0.427 0.3658
H 0.404 -0.293 1.504 0.1309
H 1.419 -0.082 0.311 0.1579
H -0.576 1.502 0.996 0.4465
O -0.620 3.022 -1.634 -0.9407
H 0.080 3.415 -2.117 0.4643
H -0.302 2.898 -0.788 0.4722
```

=====

Result of the stability comparison: entry d is the least stable of them.

=====

Entry a
Here is 2 unconnected molecules or ions with the total composition C3H11NO2 from OMol25. Energies are from ωB97M-V/def2-TZVPD.

Summary:
Structure (SMILES): C[C@H](N)CO.O
HOMO energy: -0.3610 Ha

XYZ file:
```
17
Properties=species:S:1:pos:R:3:nbo_charge:R:1
C 1.322 1.347 0.261 -0.6251
C 0.833 -0.150 0.305 -0.0847
N 1.647 -1.259 -0.358 -0.8397
C -0.396 -0.070 -0.645 -0.1095
O -1.231 -1.268 -0.283 -0.7826
H 2.260 1.555 0.762 0.2089
H 1.367 1.823 -0.741 0.2134
H 0.615 1.969 0.809 0.2129
H 0.849 -0.385 1.324 0.1873
H 2.416 -1.251 0.300 0.3477
H 1.158 -2.142 -0.222 0.3627
H -1.159 0.802 -0.627 0.2247
H 0.095 -0.280 -1.649 0.2036
H -1.231 -1.901 -1.141 0.4711
O -3.046 0.689 0.512 -0.9574
H -3.214 -0.203 0.219 0.4915
H -2.285 0.723 1.174 0.4753
```

=====

Entry b
Here is 3 unconnected molecules or ions with the total composition C3H11NO2 from OMol25. Energies are from ωB97M-V/def2-TZVPD.

Summary:
Structure (SMILES): C=NCC.O.O
HOMO energy: -0.3498 Ha

XYZ file:
```
17
Properties=species:S:1:pos:R:3:nbo_charge:R:1
C -0.322 2.387 0.082 -0.0785
N -0.354 1.139 0.163 -0.3870
C -1.391 0.375 -0.478 -0.2514
C -2.422 1.136 -1.309 -0.6472
H -1.092 2.947 -0.453 0.1448
H 0.493 2.927 0.562 0.1699
H -0.879 -0.390 -1.066 0.2079
H -1.925 -0.192 0.303 0.2033
H -3.093 0.413 -1.771 0.2214
H -3.031 1.770 -0.672 0.2083
H -1.922 1.648 -2.130 0.2085
O 3.535 -0.268 -0.591 -0.9386
H 3.269 -0.662 0.246 0.4697
H 3.239 0.647 -0.522 0.4688
O 1.608 -4.625 2.373 -0.9368
H 1.884 -4.159 3.182 0.4681
H 2.403 -5.093 2.082 0.4687
```

=====

Entry c
Here is 2 unconnected molecules or ions with the total composition C3H11NO2 from OMol25. Energies are from ωB97M-V/def2-TZVPD.

Summary:
Structure (SMILES): COCCN.O
HOMO energy: -0.3327 Ha

XYZ file:
```
17
Properties=species:S:1:pos:R:3:nbo_charge:R:1
C 0.000 0.000 0.000 -0.2665
O 1.056 0.402 -0.939 -0.5637
C 2.382 0.361 -0.352 -0.0835
C 3.344 0.269 -1.554 -0.2393
N 3.522 1.508 -2.289 -0.8304
H -0.161 0.783 0.760 0.1701
H -0.022 -0.984 0.498 0.1802
H -0.826 0.043 -0.730 0.1948
H 2.524 1.275 0.256 0.1672
H 2.499 -0.511 0.320 0.1665
H 4.272 -0.121 -1.093 0.1824
H 3.052 -0.429 -2.363 0.2100
H 3.827 2.305 -1.719 0.3479
H 2.614 1.772 -2.685 0.3635
O 0.826 2.583 -4.492 -0.9433
H 0.435 2.029 -3.779 0.4730
H 0.299 3.414 -4.478 0.4710
```

=====

Result of the stability comparison: entry a is the least stable of them.